[1]
# C22H20B3Br10O26V

A structure of composition C22H20B3Br10O26V in a non-equilibrium geometry (wB97M-V/def2-TZVPD, the Open Molecules 2025 dataset).

XYZ file:
```
82
Properties=species:S:1:pos:R:3:forces:R:3
C 2.38609 2.67544 0.90433 -0.20 -2.19 -4.28
O 3.21882 -1.63295 3.11386 3.63 0.76 3.36
H -1.93945 -5.40941 1.39161 -0.76 -0.29 0.42
Br -4.42986 0.24151 1.83921 0.08 1.06 -0.76
O 5.79577 1.44763 5.39843 -1.02 -2.11 -2.40
O -3.76582 -3.77341 -0.30204 1.38 1.05 0.56
C 5.51992 0.51287 4.61789 -1.94 3.55 1.63
C -2.87344 -2.95718 -0.14263 -0.57 -0.66 0.29
Br -6.75398 -8.10958 -3.01077 0.55 0.29 0.14
Br 0.31304 5.24646 -2.92863 0.11 -0.11 -1.17
C -4.40818 1.96956 0.82221 0.46 0.52 0.07
Br -2.99422 -6.67634 -3.90271 -0.74 0.19 0.23
O -0.67252 2.09872 -1.25400 -0.34 -2.09 0.27
O 5.65314 -1.52265 3.66674 1.48 0.80 -0.14
H 1.59504 4.74187 -0.91957 -0.23 -0.05 0.06
H -5.86851 -6.35362 -1.45177 -0.10 -0.57 0.28
H -4.60454 -7.63997 -1.72637 -0.42 0.01 0.14
O 4.48253 -0.00049 -2.46364 -1.92 3.05 1.41
O -1.12609 -1.65146 0.84618 -1.81 -1.26 -0.78
O 4.41115 3.73532 3.09836 0.80 0.00 0.70
O -1.73275 0.09030 -0.69526 1.21 1.99 -0.75
H -0.67828 4.85044 -0.19371 0.19 0.01 0.14
O 2.89293 3.84141 1.21187 0.10 -0.91 -2.02
O 1.29702 0.92590 2.35708 1.47 1.59 -1.71
Br -2.85674 1.22475 -5.07230 -1.06 -0.54 -0.05
C -0.15335 1.45729 -5.15797 -0.60 -0.46 -0.07
C -2.12746 -2.52227 1.19275 0.96 0.56 2.01
C -5.53207 1.99307 -0.21823 -0.07 -0.30 0.62
H -3.42868 2.18076 0.39317 0.08 -1.02 -0.38
C -0.22005 5.82771 -0.34555 1.31 -0.46 -0.61
O 2.58242 5.14405 3.15137 1.57 0.21 1.15
C 3.48487 5.56188 4.03274 -3.32 4.62 1.90
B 3.02176 3.86662 2.60177 -1.13 0.06 2.10
B 4.49569 -0.82301 3.08420 -1.47 -2.04 0.13
Br -5.35641 3.39872 -1.61898 0.12 -0.68 0.77
O 1.54428 -2.16187 1.84045 2.59 0.65 -0.94
H -5.59285 1.01115 -0.68752 0.19 0.32 -0.39
H -0.15225 0.77785 -4.30564 0.80 0.29 0.12
Br 0.41285 -4.95712 -0.15758 -1.08 -1.38 -0.07
O 3.52306 2.32709 -2.92199 0.20 -1.20 1.71
V 3.50137 1.15616 -1.84679 -0.16 -2.94 -3.00
O 3.38552 6.59063 4.69735 0.96 -2.97 -1.67
H -0.98166 -6.58803 2.22707 0.08 -0.57 -0.40
C 4.60430 4.53593 4.10561 2.15 -2.32 -1.12
C 0.35921 -0.10327 -1.67225 -1.25 -1.14 1.83
H -0.96897 6.40749 -0.88505 0.26 0.65 0.62
C -0.73324 0.88217 -1.17932 -1.44 -0.21 0.28
C 2.67248 -1.69646 1.98976 -4.94 -0.65 -2.70
O 2.24281 2.73778 3.14494 1.27 1.96 0.94
H -6.49486 2.16340 0.26357 0.11 0.17 -0.11
H -5.28561 -5.57960 -3.90790 -0.04 -0.47 0.00
C -5.36140 -6.99491 -2.17266 0.18 0.87 -0.58
O 5.56705 4.43532 4.84992 -1.16 0.58 -0.10
C 1.05299 5.63765 -1.22266 -0.54 -0.77 0.87
Br 1.48220 2.39170 -5.53388 0.29 0.19 0.39
Br -3.10984 -7.71667 1.28522 0.57 0.53 0.23
C -0.94267 -6.47760 -0.08448 -0.42 0.15 1.56
O 4.59093 -0.51522 1.61839 1.63 1.34 0.14
O 3.17820 -0.54964 -0.19406 1.50 -0.03 3.26
C 6.40750 -0.62315 4.34467 5.46 -3.24 0.39
Br 0.37857 6.48092 1.38878 -0.51 0.18 -0.15
O -2.32939 -2.23939 -1.10133 0.41 0.33 -0.45
O 7.63512 -0.73720 4.69494 -5.95 0.51 -1.63
O 2.31219 2.18915 -0.26531 0.91 1.65 3.39
C -1.34415 2.38134 -4.99892 0.28 0.19 -0.55
O 0.02017 -1.34820 -1.33816 0.38 1.76 -0.78
C 1.92839 1.95414 2.17291 -2.59 -2.76 0.89
H -1.41993 3.05786 -5.85020 -0.02 0.09 0.25
C 3.54095 -0.85927 0.97451 -2.85 -0.62 -2.46
O 4.35187 0.32485 3.93872 1.90 2.04 1.22
H -0.24906 0.81352 -6.03233 -0.38 0.22 0.06
B -1.30090 -1.31985 -0.58736 0.20 0.03 0.88
H 1.83086 6.39881 -1.28312 -0.73 0.51 0.04
H -1.47179 2.89739 -4.04734 0.64 0.01 -0.14
C -4.68134 -5.98456 -3.09614 0.42 -0.05 -0.22
H -1.78697 -6.26853 -0.74140 0.52 0.34 -0.38
O 1.36539 0.31504 -2.18403 2.01 0.04 -0.67
H -0.56136 -7.47279 -0.31318 0.61 0.42 -0.14
O -2.35417 -2.83507 2.35399 0.04 0.17 -2.69
H -4.42225 2.76182 1.57069 -0.85 -0.15 0.13
H -4.37812 -5.11908 -2.50699 0.23 -0.19 0.16
C -1.59295 -6.44141 1.33661 0.33 0.90 -1.24
```
Forces are in eV/Å.

E_HOMO (alpha / beta): -7.8 / -7.8 eV
2S+1: 2
net charge: -1
Kohn-Sham gap (alpha / beta): 7.14 / 2.42 eV
energy: -29565.8769 a.u.

[2]
# C4H8O2

An isolated molecule of C4H8O2 (wB97M-V/def2-TZVPD, the Open Molecules 2025 dataset).

XYZ file:
```
14
Properties=species:S:1:pos:R:3:forces:R:3
H 2.12787 0.05040 0.27552 0.34 -0.09 0.14
H -0.20760 -1.20322 -1.54778 0.03 0.26 -0.30
H 1.58577 -1.58758 1.95232 0.23 -0.27 0.26
H -0.82573 2.18559 0.91241 0.07 -0.21 -0.08
H 1.54204 -1.25914 -0.76812 -0.66 0.34 0.47
C 1.49720 -0.84340 0.25134 -0.23 0.35 0.05
H -2.25478 1.14667 0.94010 0.25 -0.08 -0.06
C -0.64408 -0.23026 -1.35965 -0.27 -0.03 -0.17
H -1.80438 1.95931 -0.55609 0.11 -0.12 0.19
O 1.88668 -1.86817 1.08047 0.08 0.10 0.45
H -1.14136 0.27706 -2.16819 -0.30 -0.02 0.03
C -1.39722 1.45709 0.32904 0.11 -0.05 0.02
O 0.22306 -0.35232 0.78747 0.28 -0.21 -0.46
C -0.58747 0.26797 -0.12885 -0.06 0.04 -0.56
```
Forces are in eV/Å.

E_HOMO: -8.9 eV
Kohn-Sham gap: 9.82 eV
energy above the lowest of the compared OMol25 structures with the same formula, charge and spin: 47.2 kcal/mol
energy: -307.6372 a.u.

[3]
# C40H33N2O2P2PdS3Se

A structure of composition C40H33N2O2P2PdS3Se in a non-equilibrium geometry (wB97M-V/def2-TZVPD, the Open Molecules 2025 dataset).

XYZ file:
```
84
Properties=species:S:1:pos:R:3:forces:R:3
H 4.64396 -3.32529 4.55668 -0.02 0.02 -0.04
C -0.36863 -3.01824 2.27851 0.18 0.16 0.04
Se -1.30537 2.66858 0.25471 -0.06 0.44 -0.09
C 1.53973 1.35754 5.84328 -0.02 -0.04 0.00
H -2.74447 2.88789 -2.70020 0.00 0.05 -0.01
H -3.22409 1.89942 4.77270 0.00 -0.03 -0.01
C -0.34836 0.38622 -6.95944 0.06 -0.11 0.07
N 0.98514 3.48421 -1.31273 0.06 0.00 -0.18
C 0.92279 0.42842 -4.76017 0.08 0.05 0.03
C -3.11246 0.84888 4.53510 0.03 0.02 -0.02
H 3.37410 -1.22358 4.30448 0.03 -0.06 0.01
C 1.30641 4.33377 -5.30502 -0.01 -0.02 0.00
C -1.01022 -0.97764 -5.00373 -0.05 -0.06 0.02
H -1.55760 -2.13028 -3.27335 0.00 0.00 -0.05
C -0.20073 2.81727 -1.28482 -0.42 1.19 -0.29
O -1.41743 0.29729 -7.48820 -0.09 0.04 -0.01
H 4.27622 3.17453 5.01053 -0.02 -0.02 -0.03
H 3.95851 1.94095 2.88006 0.01 0.04 0.01
H 3.82797 -4.31834 0.47088 0.00 0.04 0.02
H -2.72710 -2.90851 3.68391 -0.01 0.01 0.02
C 2.23955 0.87261 3.59200 -0.17 0.07 -0.05
C 1.36063 0.66476 4.65487 0.04 0.04 -0.03
C -2.22663 0.45486 3.54417 -0.05 -0.12 0.07
H -2.08550 1.26856 -2.43177 0.02 -0.08 0.04
C -1.93324 2.20783 -2.95483 0.01 0.06 -0.06
C 0.23111 3.64746 -4.77336 -0.07 -0.01 -0.10
C 2.58881 2.25906 5.96611 0.00 0.01 0.00
S 0.34234 -1.39322 -1.22389 0.15 0.32 0.08
C 0.23990 3.42835 -3.40095 0.08 -0.08 -0.03
C 4.18175 -3.08458 3.60693 0.02 -0.03 0.08
C -0.87400 -1.40332 -3.69363 0.01 0.09 0.06
H 3.18172 5.32403 -4.95510 -0.03 -0.02 0.02
N -0.65232 2.77820 -2.56508 -0.13 -0.24 0.13
C -2.08223 -0.90122 3.24725 0.07 0.09 -0.05
S 2.68101 1.00666 0.46448 -0.30 -0.09 -0.18
C 0.18622 -3.25206 3.53799 0.06 -0.08 -0.07
C 2.36293 4.78335 -4.49835 0.01 0.00 0.02
H 1.33175 4.52854 -6.36932 0.00 0.01 0.03
C -0.00160 -5.30985 1.67524 0.03 -0.06 -0.01
H 1.54648 3.63440 -0.49138 -0.01 0.00 0.13
H -1.92845 2.02445 -4.02612 0.04 -0.02 0.00
H -0.07671 -6.11472 0.95464 0.00 0.03 0.02
H 3.18731 4.90642 -2.50680 -0.02 -0.02 -0.05
O 0.69268 0.92934 -7.62212 -0.02 0.08 -0.08
H -0.88655 -3.84617 0.36890 -0.01 -0.01 0.02
H -1.81386 -1.34706 -5.62810 0.02 0.00 0.02
C 2.89092 -1.58806 2.23839 -0.18 0.04 0.12
C 3.02913 -2.45378 1.15524 0.05 -0.05 0.07
H -0.57701 3.29874 -5.40514 0.03 0.04 0.04
H 0.88482 -6.54160 3.18994 -0.01 0.03 -0.02
C -0.45485 -4.04141 1.34222 0.01 -0.02 0.01
H 1.06590 -4.70611 4.83833 -0.01 -0.01 -0.04
C -3.72010 -1.45298 4.91249 -0.01 -0.03 0.01
C 1.29346 3.87010 -2.60272 0.00 -0.04 0.02
C 0.13616 -0.86771 -2.88997 -0.10 -0.02 -0.16
H 1.51793 0.82608 -7.13798 0.06 -0.05 0.07
H -1.64576 1.18920 2.99936 0.01 0.05 0.02
H 2.72102 2.80804 6.89050 0.01 -0.03 -0.04
C -2.83266 -1.85799 3.92648 -0.01 0.05 -0.01
C 0.53972 -5.54850 2.92959 0.02 0.00 0.00
H 0.25548 -2.44843 4.26343 -0.01 -0.04 0.01
H 0.85902 1.19674 6.67051 0.02 0.02 -0.04
H 0.52947 -0.02454 4.54778 0.01 0.03 0.03
C -0.10862 -0.06864 -5.54938 -0.02 0.04 -0.04
C 1.02767 0.06253 -3.42999 -0.08 -0.18 -0.04
C 0.63968 -4.52000 3.86019 0.02 0.08 0.05
C 3.28879 1.77846 3.71516 -0.02 -0.06 0.04
P -0.98694 -1.37364 1.89354 -0.44 0.36 0.03
C 2.37751 4.55656 -3.13507 0.08 0.01 0.02
P 1.98971 -0.03537 2.04943 0.08 0.45 0.38
H -4.55149 0.20325 5.98860 0.02 0.00 -0.02
C 4.30283 -3.95496 2.53468 -0.01 -0.02 -0.03
H 1.81050 0.46962 -2.80757 0.12 0.07 0.06
Pd 0.18802 0.84333 -0.13994 0.58 -1.47 0.85
C 0.25019 -0.11657 1.79830 0.41 -0.92 -0.73
C 3.72620 -3.64062 1.30936 -0.03 -0.01 0.00
H 4.85838 -4.87773 2.64913 -0.02 0.03 -0.01
C 3.46913 -1.90309 3.46758 -0.03 -0.02 -0.05
C 3.46211 2.46860 4.90617 0.00 -0.01 0.02
C -3.85699 -0.10495 5.21724 0.00 -0.01 0.00
H 1.63940 1.14060 -5.15462 -0.04 0.02 0.03
S -2.07660 -1.37889 0.19270 0.06 -0.03 0.00
H -4.30968 -2.19063 5.44254 0.03 0.02 -0.02
H 2.61509 -2.18995 0.19400 -0.08 0.02 -0.11
```
Forces are in eV/Å.

E_HOMO (alpha / beta): -10.0 / -10.5 eV
2S+1: 5
net charge: +1
Kohn-Sham gap (alpha / beta): 7.57 / 6.02 eV
energy above the lowest of the compared OMol25 structures with the same formula, charge and spin: 3.2 kcal/mol
energy: -6210.4639 a.u.